(1)
The following is a DFT calculation (the ωB97M-V functional and the def2-TZVPD basis) of 8 unconnected molecules or ions with the total composition C44H106O28P6S2 in a non-equilibrium geometry.

Summary:
Net charge: 0
HOMO-LUMO gap in eV: 9.989
SMILES: CCOP(=O)(OCC)OCC.CCOP(=O)(OCC)OCC.CCOP(=O)(OCC)OCC.CCOP(=O)(OCC)OCC.CCOP(=O)(OCC)OCC.CCOP(=O)(OCC)OCC.O=S1(=O)CCCC1.O=S1(=O)CCCC1
HOMO energy in Eh: -0.3673
Energy in eV: -182092.8144
Energy relative to the best compared isomer or geometry (same formula, charge and spin) in kcal per mole: 50.11

Element x y z (Å)
C: 0.064 0.863 -2.985
C: -0.908 0.287 -1.938
C: -0.736 1.030 -0.642
S: 1.121 1.023 -0.509
O: 1.506 -0.205 0.134
O: 1.646 2.287 -0.039
C: 1.435 1.019 -2.337
H: -0.207 1.849 -3.371
H: 0.043 0.242 -3.881
H: -0.713 -0.786 -1.883
H: -1.959 0.372 -2.222
H: -0.977 0.634 0.342
H: -1.033 2.075 -0.721
H: 2.098 0.155 -2.424
H: 1.969 1.920 -2.620
C: 0.781 4.068 -5.334
C: 1.000 4.547 -3.876
C: 1.205 6.006 -3.780
S: 2.115 6.434 -5.309
O: 3.560 6.453 -5.139
O: 1.397 7.543 -5.914
C: 1.714 4.822 -6.272
H: -0.259 4.381 -5.438
H: 0.995 3.004 -5.257
H: 1.864 4.018 -3.443
H: 0.265 4.119 -3.187
H: 1.796 6.398 -2.954
H: 0.258 6.546 -3.787
H: 2.680 4.352 -6.434
H: 1.300 5.199 -7.201
C: -5.932 -5.333 1.648
C: -5.494 -4.625 2.936
O: -4.279 -3.963 2.656
P: -2.960 -4.508 3.390
O: -2.527 -5.812 2.900
O: -1.880 -3.352 3.162
C: -0.530 -3.653 2.723
C: 0.200 -2.299 2.624
O: -3.420 -4.389 4.964
C: -3.210 -3.262 5.766
C: -3.068 -3.541 7.249
H: -5.223 -6.139 1.434
H: -6.894 -5.845 1.616
H: -5.838 -4.685 0.777
H: -6.296 -3.887 3.060
H: -5.494 -5.305 3.786
H: -0.015 -4.298 3.429
H: -0.695 -4.051 1.723
H: 0.973 -2.387 1.860
H: -0.368 -1.422 2.310
H: 0.619 -2.098 3.608
H: -2.366 -2.648 5.434
H: -4.056 -2.570 5.665
H: -4.058 -3.729 7.683
H: -2.504 -4.419 7.569
H: -2.755 -2.695 7.862
C: 2.677 0.806 3.384
C: 3.022 -0.038 4.635
O: 3.555 -1.265 4.192
P: 3.377 -2.661 4.986
O: 2.648 -3.702 4.252
O: 2.773 -2.220 6.398
C: 1.384 -2.326 6.734
C: 1.089 -3.707 7.318
O: 4.871 -3.032 5.396
C: 5.166 -4.149 6.258
C: 5.877 -3.514 7.472
H: 3.678 0.946 2.979
H: 2.017 0.136 2.834
H: 2.124 1.706 3.638
H: 3.756 0.487 5.250
H: 2.069 -0.084 5.169
H: 1.280 -1.593 7.540
H: 0.703 -1.968 5.961
H: 0.126 -3.649 7.828
H: 0.951 -4.384 6.465
H: 1.827 -4.255 7.898
H: 4.189 -4.496 6.614
H: 5.674 -4.989 5.796
H: 5.894 -4.232 8.297
H: 6.942 -3.517 7.201
H: 5.678 -2.494 7.774
C: -3.748 -2.492 -2.417
C: -3.824 -4.010 -2.502
O: -5.244 -4.286 -2.502
P: -5.867 -5.698 -2.245
O: -5.217 -6.464 -1.191
O: -7.428 -5.360 -2.101
C: -8.111 -4.528 -3.042
C: -9.314 -3.852 -2.429
O: -5.805 -6.356 -3.742
C: -4.810 -7.297 -4.089
C: -4.562 -7.201 -5.590
H: -2.707 -2.179 -2.499
H: -4.428 -2.065 -3.154
H: -4.146 -2.112 -1.475
H: -3.377 -4.426 -3.404
H: -3.413 -4.483 -1.609
H: -7.381 -3.822 -3.446
H: -8.400 -5.125 -3.912
H: -9.433 -2.911 -2.974
H: -10.265 -4.358 -2.599
H: -9.254 -3.647 -1.363
H: -3.872 -7.299 -3.529
H: -5.245 -8.285 -3.907
H: -4.198 -6.284 -6.057
H: -3.782 -7.906 -5.900
H: -5.456 -7.527 -6.124
C: -4.983 6.822 -6.263
C: -5.428 5.409 -6.070
O: -5.220 4.959 -4.717
P: -3.766 4.314 -4.426
O: -2.658 5.041 -5.077
O: -3.667 4.351 -2.829
C: -4.016 5.613 -2.182
C: -4.729 5.147 -0.923
O: -3.868 2.738 -4.665
C: -3.719 2.145 -5.983
C: -2.913 0.869 -5.772
H: -5.275 7.304 -7.194
H: -5.487 7.322 -5.427
H: -3.900 6.916 -6.218
H: -6.470 5.249 -6.347
H: -4.886 4.754 -6.766
H: -3.111 6.189 -2.009
H: -4.758 6.196 -2.724
H: -4.966 5.933 -0.202
H: -5.667 4.638 -1.156
H: -4.216 4.375 -0.345
H: -4.686 1.957 -6.443
H: -3.179 2.851 -6.615
H: -2.015 0.943 -5.165
H: -3.538 -0.009 -5.614
H: -2.452 0.601 -6.735
C: 3.024 8.027 6.771
C: 3.367 6.547 6.475
O: 3.209 6.323 5.071
P: 2.211 5.161 4.631
O: 1.056 4.981 5.513
O: 1.854 5.682 3.132
C: 1.281 4.612 2.325
C: 0.047 5.183 1.620
O: 3.226 3.922 4.527
C: 4.255 3.986 3.513
C: 5.652 4.107 4.097
H: 3.439 8.241 7.761
H: 3.539 8.710 6.098
H: 1.958 8.239 6.817
H: 4.445 6.503 6.647
H: 2.883 5.925 7.224
H: 2.010 4.243 1.608
H: 0.888 3.798 2.938
H: -0.539 5.965 2.088
H: 0.319 5.506 0.609
H: -0.548 4.297 1.369
H: 4.199 3.117 2.859
H: 4.028 4.869 2.917
H: 6.084 3.263 4.633
H: 6.340 4.278 3.266
H: 5.677 4.983 4.746
C: 4.668 -0.912 -4.317
C: 5.913 -1.670 -4.702
O: 5.999 -2.931 -4.019
P: 6.554 -3.181 -2.540
O: 6.799 -4.588 -2.254
O: 5.510 -2.497 -1.545
C: 4.198 -3.015 -1.464
C: 3.962 -4.132 -0.439
O: 7.860 -2.255 -2.541
C: 8.298 -1.698 -1.305
C: 8.459 -0.215 -1.518
H: 4.596 0.081 -4.762
H: 3.789 -1.413 -4.728
H: 4.690 -0.858 -3.229
H: 5.914 -1.985 -5.746
H: 6.833 -1.152 -4.413
H: 3.570 -2.215 -1.058
H: 3.824 -3.362 -2.429
H: 4.123 -5.083 -0.956
H: 4.592 -3.992 0.438
H: 2.937 -4.281 -0.095
H: 7.691 -1.765 -0.393
H: 9.198 -2.150 -0.873
H: 7.525 0.322 -1.661
H: 8.879 0.165 -0.570
H: 9.280 0.113 -2.157

(2)
The following is a DFT calculation (the ωB97M-V functional and the def2-TZVPD basis) of 11 unconnected molecules or ions with the total composition C44H110O22 in a non-equilibrium geometry.

Summary:
Net charge: 0
HOMO-LUMO gap in eV: 9.526
SMILES: COCCOC.COCCOC.COCCOC.COCCOC.COCCOC.COCCOC.COCCOC.COCCOC.COCCOC.COCCOC.COCCOC
HOMO energy in Eh: -0.3384
Energy in eV: -92435.5393
Energy relative to the best compared isomer or geometry (same formula, charge and spin) in kcal per mole: 168.89

Element x y z (Å)
C: 9.230 -24.929 11.137
O: 10.152 -23.859 11.423
C: 9.791 -22.749 12.197
C: 8.769 -21.800 11.578
O: 9.240 -21.225 10.383
C: 8.488 -20.141 9.940
H: 9.836 -25.778 10.822
H: 8.634 -24.800 10.234
H: 8.620 -25.342 11.940
H: 10.726 -22.348 12.587
H: 9.313 -23.201 13.066
H: 8.742 -21.092 12.406
H: 7.796 -22.278 11.461
H: 8.384 -19.323 10.653
H: 7.459 -20.443 9.741
H: 8.874 -19.682 9.030
C: 12.154 -9.207 14.340
O: 13.490 -9.720 14.688
C: 13.659 -9.888 16.117
C: 13.661 -8.577 16.996
O: 14.441 -8.587 18.164
C: 15.892 -8.480 18.111
H: 11.459 -9.897 14.818
H: 12.102 -9.208 13.251
H: 12.115 -8.213 14.785
H: 14.646 -10.339 16.224
H: 12.992 -10.598 16.606
H: 12.643 -8.657 17.377
H: 13.821 -7.629 16.483
H: 16.294 -8.195 19.083
H: 16.192 -7.736 17.373
H: 16.401 -9.381 17.768
C: 8.063 -11.660 0.347
O: 8.599 -12.529 1.324
C: 9.879 -13.100 0.944
C: 10.675 -13.689 2.121
O: 11.013 -12.773 3.161
C: 11.820 -13.376 4.106
H: 7.277 -10.999 0.713
H: 7.655 -12.221 -0.494
H: 8.928 -11.091 0.010
H: 10.571 -12.293 0.700
H: 9.875 -13.759 0.075
H: 11.633 -14.062 1.760
H: 10.113 -14.530 2.528
H: 11.920 -12.799 5.025
H: 12.754 -13.614 3.596
H: 11.288 -14.301 4.330
C: -2.144 -8.935 7.360
O: -1.028 -8.715 8.230
C: -0.473 -7.400 8.022
C: 0.358 -7.498 6.648
O: 1.315 -6.463 6.398
C: 0.816 -5.123 6.255
H: -1.747 -9.196 6.379
H: -2.773 -8.046 7.307
H: -2.759 -9.776 7.680
H: 0.136 -7.274 8.918
H: -1.214 -6.602 7.976
H: -0.328 -7.456 5.803
H: 0.950 -8.411 6.576
H: 0.626 -4.696 7.240
H: 0.045 -5.150 5.484
H: 1.564 -4.511 5.752
C: 12.415 -1.340 7.842
O: 11.655 -2.372 7.271
C: 11.721 -3.574 7.985
C: 10.740 -4.518 7.221
O: 11.414 -5.168 6.168
C: 10.944 -6.335 5.683
H: 13.488 -1.333 7.649
H: 12.389 -1.216 8.925
H: 12.023 -0.400 7.453
H: 11.530 -3.534 9.057
H: 12.716 -4.015 7.931
H: 9.893 -4.044 6.726
H: 10.155 -5.080 7.948
H: 9.890 -6.137 5.489
H: 10.785 -7.152 6.387
H: 11.474 -6.657 4.787
C: -0.022 -21.776 3.163
O: -0.373 -23.086 3.623
C: 0.732 -23.985 3.782
C: 0.349 -25.138 4.714
O: -0.006 -24.950 6.112
C: 0.905 -24.209 6.956
H: 0.962 -21.444 3.493
H: -0.700 -20.938 3.320
H: 0.094 -21.865 2.083
H: 1.591 -23.436 4.167
H: 1.065 -24.252 2.779
H: 1.182 -25.838 4.783
H: -0.459 -25.657 4.199
H: 1.735 -24.805 7.336
H: 0.426 -23.894 7.883
H: 1.384 -23.329 6.528
C: 5.846 -11.518 8.771
O: 6.573 -12.679 8.401
C: 6.472 -12.966 7.038
C: 5.240 -13.742 6.577
O: 5.514 -15.101 6.632
C: 4.646 -15.978 5.968
H: 6.013 -11.432 9.844
H: 4.757 -11.556 8.729
H: 6.120 -10.539 8.379
H: 7.361 -13.534 6.763
H: 6.558 -12.088 6.398
H: 4.854 -13.440 5.603
H: 4.478 -13.544 7.330
H: 5.137 -16.951 6.002
H: 4.429 -15.655 4.949
H: 3.723 -16.232 6.489
C: 6.885 -25.198 3.541
O: 7.039 -23.795 3.929
C: 7.952 -23.588 5.014
C: 9.443 -23.649 4.689
O: 9.908 -24.935 4.190
C: 10.357 -24.811 2.791
H: 7.843 -25.604 3.216
H: 6.157 -25.179 2.730
H: 6.418 -25.742 4.362
H: 7.643 -24.214 5.851
H: 7.745 -22.583 5.383
H: 10.089 -23.429 5.539
H: 9.514 -22.832 3.971
H: 9.564 -24.355 2.198
H: 10.558 -25.791 2.358
H: 11.276 -24.262 2.584
C: 4.200 -8.459 16.409
O: 3.954 -7.198 16.863
C: 2.596 -6.738 16.753
C: 2.141 -6.506 15.324
O: 0.883 -5.935 15.302
C: 0.780 -4.552 15.636
H: 3.590 -9.224 16.888
H: 5.194 -8.863 16.599
H: 3.926 -8.471 15.354
H: 2.466 -5.850 17.372
H: 1.880 -7.390 17.254
H: 2.144 -7.346 14.630
H: 2.847 -5.747 14.988
H: 1.669 -4.184 16.149
H: -0.103 -4.403 16.258
H: 0.536 -3.942 14.766
C: 6.389 -0.230 9.374
O: 5.999 -1.005 10.556
C: 7.043 -1.482 11.301
C: 6.801 -2.759 12.135
O: 6.656 -3.850 11.312
C: 5.465 -3.920 10.467
H: 5.496 -0.122 8.758
H: 7.151 -0.731 8.776
H: 6.736 0.782 9.585
H: 7.275 -0.814 12.131
H: 7.920 -1.510 10.654
H: 5.972 -2.652 12.835
H: 7.640 -2.946 12.804
H: 5.678 -3.761 9.409
H: 4.737 -3.141 10.692
H: 4.992 -4.894 10.594
C: -1.244 -15.937 7.546
O: -0.984 -16.232 8.809
C: -1.279 -15.246 9.729
C: -0.838 -15.669 11.137
O: 0.552 -16.006 11.383
C: 1.034 -17.277 10.819
H: -2.296 -16.082 7.297
H: -0.787 -16.689 6.903
H: -1.115 -14.900 7.237
H: -2.329 -14.960 9.794
H: -0.739 -14.350 9.425
H: -1.435 -16.485 11.545
H: -1.010 -14.915 11.906
H: 2.100 -17.504 10.795
H: 0.852 -17.351 9.747
H: 0.465 -18.141 11.161